(1)
39
Properties=species:S:1:pos:R:3:lowdin_spin:R:1 method="wB97M-V/def2-TZVPD" homo_ev="-10.51 / -10.50" spin_multiplicity=2 e_lumo_ev="-0.649 / -4.897" energy_ev=-26498.954 homo_lumo_gap_ha="0.3623 / 0.2060"
O 1.081 -1.723 -2.539 0.00
O 2.423 2.769 -0.368 0.05
O 0.619 -2.267 0.160 0.01
O -1.443 -1.148 -2.488 0.00
O -0.345 0.226 3.136 0.00
O -2.294 1.372 -2.799 0.00
O 3.382 0.676 1.810 0.00
O -2.029 -2.066 -0.268 0.01
O 1.687 -1.657 2.629 0.00
O -2.025 0.054 1.093 0.05
N -0.793 1.966 0.767 0.57
C 1.234 2.680 -0.319 0.07
C 1.023 0.342 0.217 0.05
C 0.636 1.707 0.752 0.09
C -1.730 1.042 0.142 0.03
H -0.354 -2.218 0.071 0.00
H -2.665 1.606 0.006 0.01
H 1.377 -2.213 1.881 0.00
H -1.631 -1.602 -1.357 0.00
H 3.195 1.265 1.076 0.00
H 0.078 -1.707 -2.519 0.00
H 0.285 -0.501 3.098 0.00
H -1.140 2.103 1.723 0.01
H 2.087 0.253 0.065 0.00
H -2.158 -1.582 -2.976 0.00
H 2.525 -1.294 2.325 0.00
H 0.625 0.144 -0.780 0.00
H 0.630 3.224 -1.060 0.01
H 1.263 -1.138 -3.284 0.00
H -2.816 -2.536 -0.583 0.00
H 2.566 0.465 2.263 0.00
H 0.763 -0.456 0.907 0.01
H 0.958 -2.158 -0.743 0.00
H -1.357 0.650 -0.791 0.00
H -2.260 -0.772 0.552 0.00
H -1.523 1.860 -3.071 0.00
H -1.990 0.423 -2.759 0.00
H 1.039 2.134 1.670 0.00
H -0.922 0.076 2.362 0.00

(2)
38
Properties=species:S:1:pos:R:3:lowdin_charge:R:1 method="wB97M-V/def2-TZVPD" homo_ev=-9.06 e_lumo_ev=0.193 energy_ev=-21308.042 homo_lumo_gap_ha=0.3399 smiles=NCCNCCN.O.O.O.O.O.O
O 0.824 -1.930 -2.332 -0.04
O 1.567 2.694 2.776 -0.09
O 1.252 2.257 -1.469 -0.07
O -3.473 -2.197 0.196 -0.07
O 1.244 -4.163 -0.935 -0.09
O -0.077 3.901 0.821 -0.08
N 1.907 0.539 0.823 -0.01
N -1.174 0.218 -2.361 0.01
N -0.759 -1.037 0.528 -0.08
C -2.001 0.305 -1.164 -0.27
C -1.254 0.320 0.194 -0.22
C 1.650 -0.843 1.393 -0.20
C 0.157 -1.071 1.643 -0.25
H -0.938 3.430 0.639 0.07
H 2.050 -1.559 0.692 0.09
H -1.433 0.753 -3.187 0.09
H -1.908 0.597 1.034 0.12
H 0.865 -3.557 -1.597 -0.02
H 0.029 -2.059 2.151 0.12
H 0.596 2.601 2.909 0.05
H 2.833 0.689 0.497 0.06
H -2.788 -0.502 -1.150 0.09
H 1.374 1.619 -0.752 -0.02
H 2.198 -0.919 2.390 0.12
H 0.502 -4.434 -0.384 0.02
H -2.692 -1.722 0.506 -0.01
H -3.402 -3.131 0.034 0.03
H 1.469 3.464 2.185 0.03
H 1.561 -1.329 -2.332 0.06
H -0.465 1.052 0.170 0.06
H -2.853 1.048 -0.916 0.13
H -0.316 -1.426 -0.300 0.09
H -0.252 -0.496 2.487 0.12
H 1.513 1.274 1.407 0.03
H 0.009 -1.512 -2.545 0.00
H 2.016 2.663 -1.868 0.04
H 0.384 3.940 -0.033 0.03
H -0.215 0.524 -2.152 0.05

(3)
42
Properties=species:S:1:pos:R:3:lowdin_charge:R:1 method="wB97M-V/def2-TZVPD" homo_ev=-4.47 e_lumo_ev=2.830 energy_ev=-37371.642 charge=-1 homo_lumo_gap_ha=0.2682
S 0.619 1.748 -1.322 0.38
O -0.121 -1.879 -1.514 -0.04
O -3.233 -1.237 -0.001 -0.12
O 3.995 -1.328 -1.587 -0.09
O -2.795 -0.090 -2.591 -0.13
O -0.823 -2.241 -4.454 -0.03
O -2.748 -1.138 2.897 -0.11
O 3.256 1.273 1.485 -0.05
O 3.699 -1.629 0.969 -0.10
O -2.647 2.649 -2.768 -0.12
O 0.655 -2.143 1.505 -0.03
N 0.428 -0.034 0.971 0.03
C -0.244 1.279 1.327 -0.44
C 0.267 -1.039 1.916 -0.29
C 0.013 1.603 2.770 -0.06
C 0.411 2.188 0.383 -0.73
H 0.503 -0.219 0.022 -0.01
H 3.392 1.766 0.711 0.01
H -2.027 -1.852 2.832 0.06
H -3.300 -1.139 2.078 0.02
H -1.377 1.169 1.299 0.16
H -3.224 2.921 -1.997 0.08
H 4.196 -1.195 -0.672 -0.04
H 2.417 0.801 1.392 -0.01
H 2.956 -1.122 1.379 0.02
H 3.071 -2.407 0.802 0.09
H -1.856 -0.005 -2.294 0.00
H 0.106 -2.047 -0.604 0.00
H -3.096 0.880 -2.672 0.03
H -3.422 -1.414 -0.942 0.03
H -0.126 0.859 3.516 0.05
H -0.514 -1.402 -4.673 -0.01
H 3.736 -0.452 -1.945 0.04
H 0.608 -1.350 -1.796 0.01
H -0.427 2.525 2.881 0.06
H 1.468 2.367 0.673 0.03
H -0.235 -0.822 2.873 0.11
H 1.155 1.846 2.781 0.12
H -2.218 -0.998 0.018 0.08
H -0.101 3.139 0.259 0.04
H -1.737 2.536 -2.390 -0.02
H -0.680 -2.366 -3.520 -0.01

Energy relative to the best compared isomer or geometry (same formula, charge and spin) (computed, eV): 0.6232, 0.9110, 2.3818